This record from OMol25 describes C2H2FLi2O2 as an isolated structure at a distorted geometry. The level of theory is wB97M-V/def2-TZVPD.

Summary:
Energy relative to the best compared isomer or geometry (same formula, charge and spin)   71.94 kcal per mole
HOMO (alpha / beta)   -4.534 / -8.979 eV
Spin multiplicity   2
Lowest unoccupied orbital energy (alpha / beta)   -0.46 / -0.34 eV
Energy   -9323.6292 eV
Largest force on an atom   1.10 eV/A
Frontier orbital gap (alpha / beta)   4.073 / 8.643 eV

Element x y z (Å)
O  1.199  0.375  -0.215
C  0.925  -0.771  -0.145
C  0.614  -2.032  -0.072
Li  3.263  0.824  -0.041
H  0.530  -2.507  0.906
H  0.445  -2.586  -0.995
Li  -0.406  1.697  -0.087
O  -1.313  1.336  1.485
F  -0.300  2.419  1.733